No. 1
The following is a DFT calculation (the ωB97M-V functional and the def2-TZVPD basis) of a 2-piece molecular cluster, CH5NP2 overall.

highest occupied orbital energy (alpha / beta): -7.5 / -7.5 eV
relative energy (zero: lowest compared OMol25 entry of this formula, charge and spin): 57.0 kcal per mole
E_LUMO (alpha / beta): -1.0 / -1.0 eV
strongest force on any atom: 0.108 Eh/bohr
E_tot: -21181.967 eV
orbital gap (alpha / beta): 6.437 / 6.430 eV

Geometry (Å):
C  0.8543  2.5760  0.1628
N  -0.9861  -2.8541  0.2873
P  -0.4245  -1.6277  1.0479
P  -1.6931  -3.9479  -0.6290
H  0.1126  2.0423  0.7851
H  1.4518  1.7902  0.2501
H  1.1769  3.6074  0.6558
H  -1.0113  -3.7044  -1.8383
H  0.5193  2.1182  -0.7217


No. 2
The following is a DFT calculation (the ωB97M-V functional and the def2-TZVPD basis) of one molecule with the formula C6H9NO.

highest occupied orbital energy: -8.0 eV
relative energy (zero: lowest compared OMol25 entry of this formula, charge and spin): 75.9 kcal per mole
E_LUMO: 0.6 eV
SMILES: N[C@H]1C=CC(CO)=C1
strongest force on any atom: 0.065 Eh/bohr
E_tot: -9902.311 eV
orbital gap: 8.650 eV

Geometry (Å):
N  2.2580  -0.9804  -0.6096
C  1.5473  -0.3868  0.5139
C  1.4291  1.1685  0.0539
C  0.1412  1.4372  -0.2322
C  -0.6388  0.1869  -0.0198
C  -2.1228  0.3297  0.1006
O  -2.8237  -0.8540  -0.1669
C  0.1418  -0.7336  0.5703
H  2.6651  -1.9118  -0.3563
H  1.8242  -1.0703  -1.5475
H  2.0707  -0.7147  1.4142
H  2.1702  1.9552  0.2838
H  -0.4200  2.4120  -0.5738
H  -2.2714  0.3550  1.1243
H  -2.5031  1.3001  -0.4760
H  -3.1035  -0.9716  -1.0451
H  -0.3642  -1.5215  0.9660


No. 3
The following is a DFT calculation (the ωB97M-V functional and the def2-TZVPD basis) of C32H38AsF6GeN7O8S2V as an isolated structure.

highest occupied orbital energy (alpha / beta): -5.6 / -5.7 eV
relative energy (zero: lowest compared OMol25 entry of this formula, charge and spin): 25.5 kcal per mole
E_LUMO (alpha / beta): 1.9 / 2.3 eV
strongest force on any atom: 0.055 Eh/bohr
total charge: -1
2S+1: 3
E_tot: -241629.051 eV
orbital gap (alpha / beta): 7.516 / 7.966 eV
expectation value of S²: 2.01

Geometry (Å):
V  -2.1283  -16.3328  10.7575
C  -5.6457  -14.6668  12.5663
C  -4.1676  -14.9271  12.3526
N  -3.7007  -16.1431  12.1896
O  -4.7178  -17.0487  12.1745
C  -3.1926  -13.9149  12.0913
C  -3.3389  -12.4309  12.2583
N  -2.0837  -14.3091  11.5420
O  -1.2446  -13.4268  11.2538
H  -6.0451  -15.1438  13.4525
H  -6.1826  -15.1639  11.7387
H  -5.8339  -13.6151  12.4607
H  -4.3382  -17.9002  12.4928
H  -2.4018  -11.9801  12.5802
H  -4.1979  -12.2763  12.8694
H  -3.5566  -11.8562  11.2957
N  -2.6138  -17.0271  6.5402
H  -2.6337  -16.2670  7.2203
H  -2.5611  -17.9048  7.0561
H  -3.5609  -17.0989  6.1102
N  -1.7763  -18.1530  9.8727
C  -1.4012  -19.1553  9.3731
N  -1.2038  -20.2409  8.7673
C  -0.3322  -21.2048  9.0397
N  0.3302  -22.1561  9.0762
O  -5.1924  -15.7415  8.1083
C  -4.6011  -16.4895  8.8793
O  -3.4945  -16.1068  9.5349
C  -5.0669  -17.8876  9.2031
C  -6.0584  -18.5233  8.2860
Ge  -6.6433  -20.2304  9.0254
C  -5.3056  -21.6196  8.7073
C  -4.5658  -21.4453  7.5128
C  -3.4579  -22.3119  7.2554
C  -3.2172  -23.3089  8.1592
C  -4.0848  -23.5643  9.2297
C  -5.1368  -22.7232  9.4954
C  -6.8211  -20.1141  10.9459
C  -5.7078  -20.2544  11.7852
C  -5.8722  -20.1614  13.1429
C  -7.0978  -19.7527  13.6635
C  -8.1337  -19.4205  12.8565
C  -8.0602  -19.7162  11.4956
C  -8.3309  -20.6677  8.1822
C  -8.7596  -21.9971  7.9741
C  -9.9063  -22.3032  7.2671
C  -10.6638  -21.2760  6.7516
C  -10.2509  -19.9613  6.8977
C  -9.0929  -19.6647  7.5554
H  -5.4644  -17.8258  10.2413
H  -4.1569  -18.4936  9.2430
H  -5.6297  -18.7659  7.2793
H  -6.9204  -17.8800  8.1735
H  -4.6223  -20.4721  6.9652
H  -2.8735  -22.2390  6.3613
H  -2.2899  -23.8139  8.0740
H  -3.8909  -24.4583  9.7830
H  -5.7863  -22.9296  10.3409
H  -4.7622  -20.5906  11.4284
H  -5.0481  -20.4102  13.7790
H  -7.1848  -19.7142  14.7534
H  -9.0656  -19.1963  13.3115
H  -8.9380  -19.5873  10.8439
H  -8.2482  -22.8502  8.4122
H  -10.2395  -23.3414  7.1848
H  -11.5870  -21.5339  6.2452
H  -10.8618  -19.1526  6.5668
H  -8.7820  -18.6296  7.6959
C  -0.6169  -13.8954  8.1073
As  -0.1040  -15.4056  9.2093
C  1.6083  -14.6598  9.8945
C  0.6692  -16.7555  7.9437
H  0.2050  -13.2456  7.7675
H  -1.2744  -13.2288  8.6874
H  -1.2534  -14.1713  7.2570
H  2.3349  -14.8216  9.0814
H  1.9405  -15.2312  10.8047
H  1.4371  -13.6302  10.0702
H  1.6420  -16.3775  7.6032
H  0.0251  -16.9555  7.0516
H  0.7465  -17.6174  8.6075
F  -0.0694  -16.9985  15.3791
C  0.7817  -17.1525  14.3828
F  1.6173  -18.1695  14.6246
F  1.4939  -16.0080  14.1150
S  0.0666  -17.6421  12.7356
O  -0.9251  -16.6021  12.4903
O  1.1432  -17.7245  11.8038
N  -0.4888  -19.0621  13.0291
S  -1.9037  -19.4713  13.5334
O  -2.9528  -18.8185  12.8244
O  -2.0074  -19.5488  14.9688
C  -1.9485  -21.1231  12.8737
F  -2.8125  -21.8510  13.6099
F  -0.7859  -21.7137  12.8646
F  -2.4898  -21.0299  11.6658


No. 4
The following is a DFT calculation (the ωB97M-V functional and the def2-TZVPD basis) of C47H56CaP2 as an isolated structure.

highest occupied orbital energy: -7.4 eV
relative energy (zero: lowest compared OMol25 entry of this formula, charge and spin): 7.2 kcal per mole
E_LUMO: 0.3 eV
strongest force on any atom: 0.012 Eh/bohr
E_tot: -86666.253 eV
orbital gap: 7.669 eV

Geometry (Å):
Ca  1.8422  0.9762  -0.5869
C  2.0771  3.6401  0.1047
C  0.7472  3.3153  0.4807
C  0.8478  2.2898  1.4850
C  2.2455  2.0726  1.7017
C  3.0022  2.9249  0.8638
C  4.5086  3.1048  0.9478
C  4.9394  4.3296  0.1393
C  4.8971  3.3269  2.4169
C  5.2726  1.8879  0.4223
C  -0.1679  1.7099  2.4752
C  0.4775  0.6277  3.3564
C  -0.6446  2.8136  3.4331
C  -1.3572  1.0241  1.8021
C  -0.3649  4.2390  -0.0585
C  -1.8190  3.7867  0.0835
C  -0.1718  4.5059  -1.5550
C  -0.2280  5.5806  0.6883
H  2.3310  4.3994  -0.6180
H  2.6501  1.4284  2.4649
H  4.4416  5.2311  0.4978
H  4.7009  4.2077  -0.9191
H  6.0178  4.4785  0.2219
H  4.3294  4.1529  2.8459
H  5.9618  3.5561  2.5003
H  4.6972  2.4376  3.0150
H  5.1104  1.7710  -0.6471
H  4.9619  0.9716  0.9334
H  6.3462  2.0060  0.5863
H  1.2539  1.0347  4.0026
H  0.9095  -0.1761  2.7542
H  -0.2868  0.1791  3.9932
H  0.2150  3.2837  3.9131
H  -1.2871  2.3941  4.2111
H  -1.2020  3.5955  2.9231
H  -1.0059  0.2139  1.1564
H  -1.9674  1.6896  1.2064
H  -1.9977  0.5632  2.5589
H  -2.0145  2.8733  -0.4815
H  -2.4643  4.5649  -0.3300
H  -2.1228  3.6324  1.1145
H  -0.2138  3.5730  -2.1120
H  0.7780  4.9882  -1.7815
H  -0.9677  5.1582  -1.9206
H  -0.4023  5.4490  1.7574
H  -0.9517  6.3072  0.3095
H  0.7724  5.9927  0.5627
C  2.6419  -0.2230  -2.8651
C  1.3782  0.2839  -3.1843
C  1.4432  1.6865  -3.1383
C  2.7585  2.0629  -2.7867
C  3.4892  0.8691  -2.6150
H  2.9309  -1.2619  -2.8324
H  0.5126  -0.2885  -3.4762
H  0.6266  2.3503  -3.3731
H  3.1181  3.0600  -2.5873
H  4.5197  0.7968  -2.3019
C  -0.5683  -3.0809  0.1551
P  0.0667  -1.7365  -0.9609
C  -1.4443  -1.1369  -1.7889
C  -2.4030  -1.9984  -2.3223
C  -3.5305  -1.4981  -2.9516
C  -3.7185  -0.1263  -3.0488
C  -2.7852  0.7405  -2.5028
C  -1.6543  0.2364  -1.8765
C  0.8829  -2.8573  -2.1495
C  2.0114  -3.5327  -1.6802
C  2.7222  -4.3850  -2.5066
C  2.3232  -4.5649  -3.8243
C  1.2100  -3.8944  -4.3015
C  0.4882  -3.0488  -3.4683
P  -1.6080  -2.6059  1.6049
C  -1.7662  -4.2297  2.4449
C  -2.5506  -4.2375  3.5988
C  -2.7448  -5.4025  4.3210
C  -2.1406  -6.5834  3.9113
C  -1.3496  -6.5872  2.7739
C  -1.1666  -5.4197  2.0435
C  -3.2634  -2.5371  0.8050
C  -3.9106  -1.3085  0.7111
C  -5.1529  -1.2106  0.0981
C  -5.7625  -2.3427  -0.4174
C  -5.1282  -3.5748  -0.3230
C  -3.8875  -3.6699  0.2842
H  0.3422  -3.5405  0.5537
H  -1.0621  -3.8503  -0.4500
H  -2.2695  -3.0703  -2.2431
H  -4.2668  -2.1772  -3.3591
H  -4.5991  0.2651  -3.5406
H  -2.9293  1.8112  -2.5651
H  -0.9437  0.9406  -1.4535
H  2.3525  -3.3767  -0.6615
H  3.5967  -4.8972  -2.1273
H  2.8851  -5.2187  -4.4772
H  0.9011  -4.0232  -5.3302
H  -0.3717  -2.5229  -3.8623
H  -3.0185  -3.3185  3.9335
H  -3.3623  -5.3869  5.2092
H  -2.2846  -7.4927  4.4791
H  -0.8736  -7.5021  2.4458
H  -0.5552  -5.4578  1.1519
H  -3.4401  -0.4224  1.1155
H  -5.6415  -0.2478  0.0274
H  -6.7331  -2.2685  -0.8902
H  -5.6072  -4.4623  -0.7166
H  -3.4042  -4.6368  0.3725


No. 5
The following is a DFT calculation (the ωB97M-V functional and the def2-TZVPD basis) of C23H15ClI2NO8Ti as an isolated structure.

highest occupied orbital energy: -11.9 eV
relative energy (zero: lowest compared OMol25 entry of this formula, charge and spin): 17.5 kcal per mole
E_LUMO: -4.7 eV
strongest force on any atom: 0.013 Eh/bohr
total charge: +1
E_tot: -93793.619 eV
orbital gap: 7.243 eV

Geometry (Å):
Ti  -0.4143  0.0862  0.5730
O  0.3538  1.6683  0.4788
C  -0.4328  2.8320  0.1122
C  -1.7954  2.2497  -0.3630
O  -2.7084  2.8887  -0.7555
O  -1.8063  0.8833  -0.2592
C  0.2403  3.4979  -1.0746
C  0.4041  4.8732  -1.1537
C  0.9980  5.4399  -2.2748
C  1.4246  4.6410  -3.3239
C  1.2348  3.2656  -3.2642
C  0.6377  2.7007  -2.1489
C  -0.5754  3.6857  1.3577
C  0.5979  4.1580  1.9451
C  0.5522  4.8733  3.1275
C  -0.6710  5.1270  3.7369
C  -1.8378  4.6593  3.1577
C  -1.7940  3.9364  1.9715
H  1.9766  1.0289  -0.6705
H  0.0660  5.5060  -0.3450
H  1.1195  6.5135  -2.3274
H  1.8810  5.0890  -4.1962
H  1.5244  2.6386  -4.0976
H  0.4347  1.6331  -2.1448
H  1.5534  3.9581  1.4747
H  1.4685  5.2338  3.5757
H  -0.7096  5.6873  4.6615
H  -2.7930  4.8518  3.6269
H  -2.7211  3.5903  1.5363
I  0.2875  -4.0648  -0.1826
C  1.9604  -2.8860  -0.4430
C  3.2384  -3.4915  -0.5167
C  4.3757  -2.7574  -0.6882
I  6.2040  -3.7372  -0.7935
C  4.2889  -1.3376  -0.7892
C  5.3832  -0.4728  -0.9773
C  5.2141  0.8899  -1.0694
C  3.9359  1.4150  -0.9601
N  2.9006  0.6074  -0.7793
C  3.0097  -0.7516  -0.7002
C  1.8365  -1.5245  -0.5366
O  0.6542  -0.8880  -0.5083
H  3.2971  -4.5679  -0.4353
H  6.3737  -0.9024  -1.0514
H  6.0510  1.5547  -1.2186
H  3.7089  2.4711  -1.0161
O  0.5316  -0.6104  2.4575
Cl  -0.8635  -0.6561  2.9769
O  -1.3186  0.7070  2.9205
O  -0.9791  -1.2984  4.2061
O  -1.5648  -1.3434  1.8659


No. 6
The following is a DFT calculation (the ωB97M-V functional and the def2-TZVPD basis) of one molecule with the formula C5H8O2.

highest occupied orbital energy: -8.5 eV
relative energy (zero: lowest compared OMol25 entry of this formula, charge and spin): 42.6 kcal per mole
E_LUMO: 0.6 eV
SMILES: C[C@]1(O)C=C(O)C1
strongest force on any atom: 0.086 Eh/bohr
E_tot: -9407.985 eV
orbital gap: 9.170 eV

Geometry (Å):
C  0.5402  1.1757  1.1845
C  0.3885  -0.1684  0.4898
O  1.0280  -1.2005  1.2513
C  0.7329  -0.2045  -0.9725
C  -0.5353  -0.3716  -1.4010
O  -1.0888  -0.4162  -2.5584
C  -1.1069  -0.4765  -0.0020
H  1.5969  1.4559  1.2620
H  0.1284  1.1364  2.1984
H  0.0217  1.9728  0.6420
H  1.9686  -0.9609  1.2837
H  1.6779  -0.1221  -1.4995
H  -2.0366  -0.6073  -2.4530
H  -1.4441  -1.4720  0.3043
H  -1.8715  0.2592  0.2703